[1]
Entry from the OMol25 dataset: a structure of composition C3H10O4SSn (wB97M-V/def2-TZVPD).

```
19
C3H10O4SSn | the OMol25 dataset | wB97M-V/def2-TZVPD
Sn -4.449 -0.691 1.236
O -1.696 0.136 1.100
S -0.547 -0.030 0.229
O -0.690 0.378 -1.167
O 0.784 0.745 0.877
C 1.817 1.252 0.072
C 3.145 0.783 0.635
C 0.080 -1.765 0.382
H 1.803 2.318 0.296
H 1.780 1.048 -0.999
H 3.905 1.193 -0.030
H 3.370 -0.278 0.523
H 3.411 1.108 1.641
H 0.996 -1.745 -0.209
H -0.675 -2.421 -0.052
H 0.258 -1.916 1.446
O -4.344 -0.201 -1.648
H -4.303 0.726 -1.886
H -4.645 -0.640 -2.444
```

Computed properties:
Spin multiplicity: 2
E_HOMO (spin up / spin down): -22.9407 / -22.8907 eV
Charge: +3

---

[2]
Entry from the OMol25 dataset: the molecule C2H3N3O (wB97M-V/def2-TZVPD).

```
9
C2H3N3O | the OMol25 dataset | wB97M-V/def2-TZVPD
O 2.223 0.166 0.105
C 0.881 0.069 0.098
N 0.139 1.026 0.615
N -1.105 0.537 0.416
C -1.051 -0.647 -0.212
N 0.203 -0.989 -0.424
H 2.545 -0.042 -0.783
H -1.904 1.096 0.670
H -1.932 -1.216 -0.485
```

Computed properties:
Structure (SMILES): Oc1nc[nH]n1
E_HOMO: -9.6502 eV
Charge: 0

---

[3]
Entry from the OMol25 dataset: the molecule C3H3NO2 (wB97M-V/def2-TZVPD).

```
9
C3H3NO2 | the OMol25 dataset | wB97M-V/def2-TZVPD
O -0.108 1.432 -0.723
C 0.135 0.202 -0.286
C -1.040 -0.590 0.093
O -2.149 -0.109 -0.074
C 1.475 -0.239 -0.010
N 2.609 -0.606 -0.046
H -1.072 1.574 -0.586
H 1.070 -0.081 1.114
H -0.873 -1.608 0.475
```

Computed properties:
E_HOMO (spin up / spin down): -9.3951 / -8.7104 eV
Charge: 0

---

[4]
Entry from the OMol25 dataset: a cluster of 10 separate species, C55H60N7O8 in total (wB97M-V/def2-TZVPD).

```
130
C55H60N7O8 | the OMol25 dataset | wB97M-V/def2-TZVPD
C -32.678 10.778 -10.305
C -31.755 9.630 -9.705
N -31.629 9.878 -8.274
C -32.657 9.789 -7.369
C -32.272 10.457 -6.202
N -31.163 11.187 -6.387
C -30.898 10.981 -7.742
C -30.601 12.334 -5.660
H -32.784 10.524 -11.360
H -32.430 11.898 -10.223
H -33.536 11.073 -9.800
H -30.763 9.795 -10.245
H -32.203 8.636 -9.792
H -33.538 8.989 -7.641
H -32.812 10.636 -5.273
H -30.314 11.609 -8.356
H -31.307 12.871 -4.818
H -30.140 12.907 -6.377
H -29.913 11.931 -4.944
N -31.095 6.895 -6.434
C -30.567 6.276 -7.480
C -31.213 5.673 -8.482
C -32.583 5.492 -8.315
C -33.152 6.078 -7.134
C -32.371 6.717 -6.281
H -29.444 6.587 -7.559
H -30.616 5.405 -9.309
H -33.110 4.907 -9.057
H -34.184 5.924 -7.019
H -32.893 7.152 -5.390
N -27.635 16.944 -3.103
C -26.813 16.548 -2.033
C -26.808 15.168 -1.709
C -27.733 14.294 -2.281
C -28.564 14.824 -3.298
C -28.516 16.155 -3.718
H -26.151 17.113 -1.401
H -26.280 14.960 -0.945
H -27.641 13.247 -1.736
H -29.395 14.281 -3.686
H -29.325 16.357 -4.365
N -29.779 10.241 -2.971
C -29.551 10.719 -1.697
C -30.310 10.348 -0.537
C -31.410 9.507 -0.639
C -31.656 8.953 -1.919
C -30.905 9.368 -2.998
H -28.642 11.408 -1.553
H -30.033 10.876 0.355
H -32.033 9.180 0.204
H -32.500 8.248 -2.148
H -31.026 9.080 -4.114
N -36.678 9.607 -10.355
C -36.604 8.482 -9.435
C -35.855 7.353 -9.628
C -35.087 7.268 -10.819
C -35.030 8.296 -11.777
C -35.867 9.407 -11.432
H -37.296 8.483 -8.589
H -35.793 6.639 -8.854
H -34.297 6.531 -11.006
H -34.515 8.509 -12.656
H -36.006 10.222 -12.235
N -31.062 15.962 -6.339
C -32.190 15.322 -6.734
C -32.733 15.377 -8.090
C -32.119 16.284 -8.934
C -31.079 17.144 -8.512
C -30.492 16.868 -7.271
H -32.538 14.608 -6.019
H -33.678 14.787 -8.177
H -32.567 16.553 -9.884
H -30.710 17.955 -9.162
H -29.555 17.203 -7.210
C -35.652 13.157 -8.578
C -36.232 14.415 -9.074
C -36.473 15.419 -8.213
C -36.389 15.286 -6.814
C -35.876 14.003 -6.340
C -35.612 12.885 -7.212
O -35.450 11.571 -6.747
O -37.104 16.561 -8.626
H -35.604 12.331 -9.208
H -36.355 14.485 -10.176
H -36.773 16.031 -6.206
H -35.917 14.011 -5.271
H -35.668 11.351 -5.926
H -36.753 16.697 -9.512
C -36.664 7.706 -4.722
C -37.435 6.672 -5.557
C -37.028 5.334 -5.285
C -35.829 4.962 -4.614
C -34.980 5.971 -4.052
C -35.419 7.335 -4.110
O -34.553 8.236 -3.520
O -37.806 4.394 -5.978
H -36.751 8.735 -4.893
H -38.216 6.953 -6.042
H -35.332 4.006 -4.553
H -34.110 5.564 -3.640
H -34.736 9.175 -3.569
H -38.637 4.738 -6.068
C -34.906 14.612 -2.334
C -35.001 15.818 -1.321
C -33.834 16.664 -1.264
C -32.833 16.645 -2.173
C -32.697 15.476 -3.052
C -33.774 14.494 -3.144
O -33.760 13.526 -4.105
O -34.033 17.719 -0.349
H -35.756 14.009 -2.297
H -35.777 15.874 -0.667
H -31.913 17.259 -2.231
H -31.810 15.216 -3.789
H -34.603 12.919 -4.090
H -33.264 18.164 0.021
C -26.642 15.024 -12.446
C -27.324 13.697 -12.030
C -28.382 13.784 -11.127
C -28.747 14.941 -10.537
C -28.208 16.195 -10.929
C -27.047 16.210 -11.746
O -26.337 17.294 -12.098
O -29.173 12.623 -10.817
H -25.691 14.690 -13.090
H -27.020 12.862 -12.592
H -29.711 15.112 -10.058
H -28.456 17.042 -10.561
H -26.382 18.213 -11.850
H -28.639 11.858 -11.214
```

Computed properties:
E_HOMO: -10.1575 eV
Charge: +1

---

[5]
Entry from the OMol25 dataset: a cluster of 2 separate species, C5H15N2O in total (wB97M-V/def2-TZVPD).

```
23
C5H15N2O | the OMol25 dataset | wB97M-V/def2-TZVPD
C -2.252 -0.786 0.169
C -1.001 -1.215 -0.589
C 0.188 -0.473 -0.289
C 0.371 0.867 -0.328
N 1.309 1.685 0.293
C 1.101 -1.360 0.471
N -2.756 0.561 -0.364
H -1.962 -0.836 1.243
H -3.149 -1.432 0.017
H -1.063 -1.111 -1.738
H -1.066 -2.324 -0.438
H -0.476 1.397 -0.809
H 1.136 2.573 0.149
H 2.002 1.223 0.886
H 0.892 -1.145 1.403
H 2.113 -1.014 0.351
H 1.085 -2.406 0.114
H -2.046 1.300 -0.295
H -3.569 0.865 0.101
H -2.933 0.440 -1.427
H 4.114 0.679 1.037
H 4.159 1.710 -0.202
O 3.802 0.801 0.246
```

Computed properties:
E_HOMO: -11.0722 eV
Charge: +1

---

[6]
Entry from the OMol25 dataset: a structure of composition C51H73N5P2S4SbSiY (wB97M-V/def2-TZVPD).

```
138
C51H73N5P2S4SbSiY | the OMol25 dataset | wB97M-V/def2-TZVPD
Y -0.799 1.473 0.282
C 1.691 1.904 -2.630
Si 1.617 0.654 -1.171
C 3.256 1.067 -0.212
C 4.316 1.666 -0.907
C 5.419 2.215 -0.272
C 5.490 2.187 1.112
C 4.473 1.573 1.828
C 3.372 0.995 1.193
P 2.053 0.138 2.160
C 2.835 -1.558 2.316
C 2.636 -2.282 0.966
C 3.598 -3.464 0.773
C 3.914 -4.117 2.114
C 4.679 -3.130 3.012
C 4.313 -1.671 2.697
C 2.059 0.992 3.831
C 3.012 0.634 4.987
C 2.637 -0.649 5.730
C 1.190 -0.607 6.216
C 0.247 -0.313 5.054
C 0.618 0.999 4.372
C 2.062 -0.918 -2.217
C 3.398 -1.292 -2.419
C 3.768 -2.285 -3.312
C 2.794 -2.934 -4.056
C 1.463 -2.605 -3.856
C 1.074 -1.634 -2.926
P -0.717 -1.304 -2.552
C -1.467 -1.582 -4.240
C -2.990 -1.780 -4.217
C -3.744 -0.534 -3.760
C -3.402 0.648 -4.664
C -1.893 0.887 -4.705
C -1.134 -0.373 -5.129
C -1.151 -2.849 -1.604
C -2.585 -2.760 -1.031
C -3.146 -4.136 -0.645
C -2.029 -5.025 -0.116
C -1.015 -5.330 -1.233
C -0.951 -4.205 -2.280
H 2.563 1.763 -3.278
H 1.678 2.930 -2.252
H 0.793 1.784 -3.248
H 4.263 1.733 -1.988
H 6.206 2.683 -0.854
H 6.328 2.636 1.633
H 4.543 1.558 2.905
H 2.241 -2.073 3.083
H 2.777 -1.573 0.149
H 1.605 -2.634 0.875
H 4.529 -3.115 0.314
H 3.165 -4.180 0.071
H 4.487 -5.039 1.984
H 2.972 -4.405 2.593
H 5.757 -3.269 2.881
H 4.465 -3.343 4.064
H 4.909 -1.302 1.858
H 4.569 -1.037 3.542
H 2.278 2.017 3.517
H 2.951 1.462 5.707
H 4.053 0.591 4.674
H 3.323 -0.797 6.571
H 2.765 -1.514 5.073
H 1.085 0.182 6.969
H 0.924 -1.549 6.705
H -0.794 -0.275 5.387
H 0.307 -1.134 4.326
H 0.516 1.816 5.096
H -0.085 1.230 3.570
H 4.177 -0.768 -1.874
H 4.816 -2.535 -3.442
H 3.064 -3.695 -4.780
H 0.716 -3.128 -4.439
H -1.034 -2.482 -4.682
H -3.262 -2.647 -3.615
H -3.303 -2.016 -5.244
H -3.480 -0.284 -2.727
H -4.820 -0.727 -3.772
H -3.915 1.546 -4.311
H -3.772 0.443 -5.678
H -1.568 1.218 -3.713
H -1.653 1.704 -5.391
H -0.057 -0.183 -5.130
H -1.414 -0.626 -6.161
H -0.448 -2.802 -0.760
H -3.260 -2.273 -1.735
H -2.566 -2.115 -0.161
H -3.612 -4.621 -1.512
H -3.935 -4.013 0.101
H -2.425 -5.954 0.303
H -1.534 -4.502 0.709
H -1.274 -6.273 -1.725
H -0.021 -5.470 -0.798
H -1.733 -4.350 -3.033
H 0.003 -4.257 -2.803
S -4.794 0.232 4.755
Sb -3.535 2.243 5.017
S -0.927 4.104 3.182
S -2.202 2.609 2.547
S -5.093 3.874 4.715
N -4.860 0.863 1.782
C -5.323 1.867 0.970
C -4.439 1.962 -0.067
N -3.428 1.051 0.103
C -3.719 0.418 1.226
C -2.794 -0.558 1.776
N -1.582 -0.703 1.269
C -0.983 -1.683 2.030
C -1.847 -2.096 2.995
N -3.009 -1.384 2.812
H -5.122 0.691 2.767
H -6.188 2.446 1.236
H -4.424 2.655 -0.891
H 0.028 -1.997 1.845
H -1.733 -2.799 3.802
H -3.677 -1.128 3.574
C -4.009 4.856 -2.951
C -2.484 4.998 -2.878
C -2.138 6.306 -2.150
C -1.904 5.052 -4.298
C -1.909 3.874 -2.116
C -1.466 3.040 -1.340
H -4.441 5.682 -3.525
H -4.440 4.867 -1.948
H -4.288 3.915 -3.433
H -2.573 7.161 -2.679
H -1.056 6.436 -2.098
H -2.524 6.286 -1.130
H -2.297 5.924 -4.832
H -2.165 4.155 -4.859
H -0.816 5.122 -4.260
C 1.585 4.836 2.341
C 0.551 3.743 2.123
N 0.644 2.770 1.369
H 1.134 5.757 2.714
H 2.098 5.029 1.399
H 2.328 4.494 3.068
```

Computed properties:
E_HOMO: -1.9563 eV
Charge: -2

---

[7]
Entry from the OMol25 dataset: a structure of composition C13H17HgIN2 (wB97M-V/def2-TZVPD).

```
34
C13H17HgIN2 | the OMol25 dataset | wB97M-V/def2-TZVPD
C 1.143 3.368 1.381
C 3.617 0.416 -0.284
H 0.875 4.139 0.667
H 2.099 3.736 1.875
H 0.522 3.190 2.269
H 3.596 0.129 -1.371
H 4.320 1.283 -0.368
H 4.045 -0.256 0.452
C -2.650 1.162 -0.332
C -3.803 1.142 -1.140
C -3.926 0.136 -2.103
C -2.867 -0.757 -2.261
H -2.480 1.965 0.371
H -4.562 1.904 -0.985
H -4.811 0.055 -2.728
H -2.862 -1.517 -3.044
N -1.713 0.224 -0.402
C -1.764 -0.675 -1.387
C -0.592 -1.596 -1.547
N 0.590 -1.207 -1.051
C 1.642 -1.990 -1.169
C 0.369 -3.707 -2.278
C 1.584 -3.274 -1.737
H 2.565 -1.557 -0.787
H 2.475 -3.883 -1.742
C -0.728 -2.849 -2.195
H -1.728 -3.122 -2.581
H 0.256 -4.685 -2.741
Hg 1.852 1.595 0.338
I 0.425 2.258 -2.195
C 0.740 0.006 1.672
H 1.449 -0.836 1.728
H -0.217 -0.297 1.204
H 0.590 0.554 2.626
```

Computed properties:
E_HOMO (spin up / spin down): -8.5147 / -8.2193 eV
Charge: 0

---

[8]
Entry from the OMol25 dataset: a structure of composition C8H7N2O5Ti (wB97M-V/def2-TZVPD).

```
23
C8H7N2O5Ti | the OMol25 dataset | wB97M-V/def2-TZVPD
O 0.600 3.616 -3.279
C 0.844 3.123 -2.278
Ti 0.406 -1.043 0.462
O 1.989 -0.067 -0.125
C 0.976 0.762 -0.411
C 0.550 -3.285 0.480
O 0.588 -4.437 0.540
C 0.081 0.296 -1.438
O -0.275 0.665 -2.517
C -1.516 -1.163 -0.272
O -2.608 -1.264 -0.665
H 0.766 1.698 0.079
C -0.397 1.050 5.494
N -0.206 -0.205 4.730
C -0.121 -1.484 5.482
C -0.118 -0.197 3.451
N 0.054 -0.493 2.313
H -0.405 0.777 6.550
H -1.346 1.526 5.216
H 0.424 1.750 5.286
H -0.943 -2.156 5.202
H 0.834 -1.988 5.283
H -0.192 -1.234 6.540
```

Computed properties:
Spin multiplicity: 3
E_HOMO (spin up / spin down): -11.4392 / -11.9033 eV
Charge: +1

---

[9]
Entry from the OMol25 dataset: the molecule C4H12N2 (wB97M-V/def2-TZVPD).

```
18
C4H12N2 | the OMol25 dataset | wB97M-V/def2-TZVPD
N 2.009 -1.197 1.140
C 1.886 -0.908 -0.273
C 1.277 0.542 -0.408
N -0.068 0.701 0.257
C -1.203 0.558 -0.590
C -2.573 0.580 0.202
H 1.685 -2.134 1.283
H 1.383 -0.543 1.601
H 2.844 -0.859 -0.846
H 1.209 -1.562 -0.850
H 1.152 0.848 -1.509
H 1.965 1.243 0.028
H -0.023 0.179 1.065
H -1.330 -0.442 -1.038
H -1.358 1.276 -1.427
H -3.495 0.261 -0.360
H -2.404 -0.101 1.050
H -2.958 1.559 0.674
```

Computed properties:
Structure (SMILES): CCNCCN
E_HOMO: -8.7214 eV
Charge: 0

---

| no. | E (eV) |
| --- | --- |
| 1 | -28092.512 |
| 2 | -8640.078 |
| 3 | -8740.290 |
| 4 | -84797.545 |
| 5 | -10446.596 |
| 6 | -138906.686 |
| 7 | -29007.901 |
| 8 | -44732.064 |
| 9 | -7321.484 |